(1)
A molecular structure, C55H49F3HgN5O6S2Se. Source: the Open Molecules 2025 dataset; level of theory: ωB97M-V with the def2-TZVPD basis set.

Last column: Löwdin spin population.
Element x y z (Å)
Hg -0.156657 -0.274114 -0.164289  0.01
S 0.699318 -3.794120 -3.764855  0.09
C 0.721259 -4.925519 -2.435733  0.02
C 0.940528 -6.288344 -2.469106  0.01
C 0.925440 -7.014496 -1.271541  0.06
C 0.671106 -6.356470 -0.068448  0.00
C 0.441310 -4.988442 -0.024008  0.05
C 0.478698 -4.227526 -1.215532  0.01
N 0.307648 -2.889490 -1.322416  0.11
C 0.423667 -2.446078 -2.597363  0.24
C 0.394571 -1.098216 -3.066778  0.06
C 0.449284 -0.826214 -4.465747  0.09
C 0.465310 0.467915 -4.949510  0.00
C 0.429050 1.549469 -4.069530  0.12
C 0.351033 1.302370 -2.695124  0.01
C 0.329169 0.019146 -2.179785  0.09
H 1.126847 -6.789748 -3.412948  0.00
H 1.117613 -8.082302 -1.276546  0.01
H 0.660558 -6.929494 0.853981  0.00
H 0.254810 -4.484684 0.917639  0.00
H 0.467299 -1.659417 -5.160317  0.01
H 0.501611 0.638430 -6.022041  0.00
H 0.435627 2.569387 -4.439013  0.01
H 0.303306 2.153394 -2.025793  0.00
O -0.323210 2.211219 1.142175  0.00
C -0.662458 2.199754 2.514684  0.00
C -0.208718 0.788369 3.036023  0.00
O -0.155381 0.612300 4.267308  0.00
O 0.098879 -0.084038 2.170104  0.00
C 0.063330 3.381200 3.196760  0.00
C -0.072029 4.633700 2.593400  0.00
C 0.571440 5.748013 3.109469  0.00
C 1.373059 5.634179 4.239454  0.00
C 1.510642 4.395714 4.848543  0.00
C 0.854074 3.277319 4.338101  0.00
C -2.178876 2.372314 2.766036  0.00
C -2.993391 2.972341 1.809682  0.00
C -4.359965 3.126689 2.022526  0.00
C -4.937924 2.693715 3.205623  0.00
C -4.127860 2.131205 4.185431  0.00
C -2.762840 1.983448 3.975289  0.00
H -0.760672 2.912642 0.628253  0.00
H -0.686633 4.755158 1.706307  0.00
H 0.449278 6.707576 2.619150  0.00
H 1.886155 6.503813 4.637086  0.00
H 2.141689 4.284256 5.724763  0.00
H 0.950249 2.320857 4.830196  0.00
H -2.574422 3.350238 0.886181  0.00
H -4.966278 3.594023 1.253898  0.00
H -6.005160 2.802441 3.367325  0.00
H -4.560988 1.802835 5.123621  0.00
H -2.135122 1.550588 4.741513  0.00
C 6.586150 -0.231631 2.229677  0.00
C 6.261797 0.945539 1.300652  0.00
C 4.888597 0.851589 0.626833  0.00
C 3.691861 1.138725 1.528077  0.00
N 3.495720 0.197090 2.630005  0.00
C 2.900557 -1.029124 2.505393  0.00
Se 2.577007 -1.926684 0.951505  0.00
N 2.685397 -1.494563 3.776095  0.00
C 1.790646 -2.605422 4.084901  0.00
C 2.406978 -3.995040 3.950705  0.00
C 3.541107 -4.316731 4.931072  0.00
C 4.872820 -3.634522 4.593352  0.00
C 3.120805 -0.555346 4.698784  0.00
C 3.137916 -0.561544 6.081776  0.00
C 3.693777 0.540133 6.724072  0.00
C 4.212450 1.611366 5.998506  0.00
C 4.189924 1.615264 4.607397  0.00
C 3.638725 0.515517 3.973693  0.00
H 7.658228 -0.280833 2.439805  0.00
H 6.285566 -1.174967 1.764336  0.00
H 6.067856 -0.151757 3.186264  0.00
H 7.015104 0.980154 0.508863  0.00
H 6.340159 1.889936 1.853952  0.00
H 4.763861 -0.137737 0.189879  0.00
H 4.833352 1.575623 -0.191107  0.00
H 2.780851 1.132443 0.929760  0.00
H 3.792929 2.128006 1.976058  0.00
H 0.940954 -2.507948 3.409056  0.00
H 1.430908 -2.444595 5.102187  0.00
H 2.765111 -4.118372 2.928023  0.00
H 1.590324 -4.709149 4.098301  0.00
H 3.694379 -5.399270 4.920824  0.00
H 3.234763 -4.049337 5.950422  0.00
H 5.074196 -3.708360 3.521131  0.00
H 5.700433 -4.105456 5.130476  0.00
H 4.867057 -2.577270 4.858970  0.00
H 2.711610 -1.381891 6.647105  0.00
H 3.720930 0.568075 7.807231  0.00
H 4.634659 2.459122 6.526129  0.00
H 4.574782 2.458737 4.047374  0.00
F -6.217825 -2.711776 3.047289  0.00
C -5.780692 -3.195527 1.870145  0.00
F -6.743829 -2.937644 0.965603  0.00
F -5.696176 -4.532329 1.992957  0.00
C -4.480184 -2.576568 1.470567  0.00
C -4.398340 -1.205852 1.331212  0.00
C -3.190893 -0.654157 0.934977  0.00
N -2.112968 -1.390959 0.687862  0.00
C -2.195785 -2.704464 0.830620  0.00
C -3.362828 -3.345495 1.220063  0.00
H -5.253128 -0.568784 1.525886  0.00
H -3.079027 0.410984 0.795718  0.00
H -1.293382 -3.258070 0.607049  0.00
H -3.392591 -4.421357 1.321786  0.00
O -1.813338 5.794585 -2.228235  0.00
S -2.692926 5.073710 -1.342108  0.00
O -3.235639 5.827908 -0.234768  0.00
N -2.063923 3.675945 -0.848347  0.00
C -2.692044 2.606461 -1.387965  0.00
O -2.419753 1.428839 -1.172512  0.00
C -3.865479 2.998010 -2.250181  0.00
C -4.759516 2.153500 -2.879393  0.00
C -5.838297 2.723876 -3.545628  0.00
C -6.004752 4.107942 -3.579059  0.00
C -5.091479 4.952203 -2.957456  0.00
C -4.028687 4.366436 -2.297624  0.00
H -4.604465 1.081819 -2.835647  0.00
H -6.561827 2.088216 -4.041176  0.00
H -6.861869 4.530525 -4.090769  0.00
H -5.211274 6.028152 -2.984899  0.00

Atoms 1-6, force components in eV/Å:
Hg 0.561 0.205 0.117
S -0.011 0.116 0.199
C -0.010 -0.118 0.072
C -0.027 0.077 0.100
C 0.002 -0.047 -0.013
C -0.021 0.066 -0.083

## Properties
* largest force on an atom: 0.89 eV/Å
* spin multiplicity: 2
* LUMO (spin up / spin down): 3.93 / 3.93 eV
* charge: -2
* energy: -6501.486517 hartree

=====

(2)
A molecular structure, C15H38Cl2O3OsP2 in a non-equilibrium geometry. Source: the Open Molecules 2025 dataset; level of theory: ωB97M-V with the def2-TZVPD basis set.

Last column: Löwdin spin population.
Element x y z (Å)
Os -0.300681 -0.214241 1.568482  2.19
Cl 1.312374 0.269789 -0.026971  0.16
Cl -2.425211 -0.999074 1.915909  0.28
H -1.046220 1.040448 0.887371  -0.01
H 0.758326 0.795802 2.402055  0.02
P 0.034067 0.068210 -2.955223  0.00
C 1.713050 -0.474370 -3.733914  0.00
C -1.099286 -0.752210 -4.233258  0.00
C 0.058313 1.819778 -3.756364  0.00
C 2.354060 -1.632371 -2.972037  0.00
H 2.353298 0.416185 -3.575668  0.00
C 1.689343 -0.851272 -5.230110  0.00
H 1.130203 -1.781034 -5.374736  0.00
H 2.719049 -1.038954 -5.547152  0.00
H 1.304860 -0.071915 -5.891848  0.00
H 2.428238 -1.438827 -1.888396  0.00
H 3.374651 -1.757691 -3.376857  0.00
H 1.823061 -2.578177 -3.153675  0.00
H 1.045883 2.211389 -3.433079  0.00
C -1.025648 2.727269 -3.172394  0.00
C -0.015747 1.857669 -5.298724  0.00
H 0.927804 1.545760 -5.758886  0.00
H -0.184497 2.889431 -5.617588  0.00
H -0.861651 1.274185 -5.678576  0.00
H -0.966933 2.789388 -2.071068  0.00
H -2.029760 2.416539 -3.492550  0.00
H -0.860557 3.734753 -3.591807  0.00
C -1.084809 -2.281077 -4.117448  0.00
H -0.656481 -0.558956 -5.233769  0.00
C -2.488129 -0.109667 -4.320091  0.00
H -0.103430 -2.716578 -4.384712  0.00
H -1.817828 -2.669832 -4.851894  0.00
H -1.379597 -2.583728 -3.097431  0.00
H -2.941501 -0.027877 -3.313401  0.00
H -3.104126 -0.755434 -4.975466  0.00
H -2.451954 0.881772 -4.811228  0.00
C -1.059975 3.945986 5.413865  0.00
C -0.997568 3.131774 4.128679  0.01
O -0.972603 1.702863 4.500159  0.16
P -0.408952 0.450871 3.681431  0.46
O 0.137260 -0.529999 4.857604  0.15
C 0.064257 -0.261933 6.332510  0.00
C 1.423277 -0.549229 6.933608  0.00
O 0.621459 -1.849535 2.383117  0.49
C 0.034168 -2.952068 3.079561  0.04
C 1.086599 -3.723555 3.859068  0.00
H -1.956394 3.733115 6.003894  0.00
H -1.070293 5.013024 5.157984  0.00
H -0.183875 3.770402 6.052201  0.00
H -1.885531 3.317847 3.507582  0.00
H -0.092772 3.341726 3.546814  0.00
H -0.242485 0.783469 6.454915  0.00
H -0.733505 -0.921887 6.752635  0.00
H 2.213290 -0.060574 6.343378  0.00
H 1.489359 -0.173018 7.962256  0.00
H 1.595258 -1.632473 6.952577  0.00
H -0.788142 -2.603610 3.756918  0.01
H -0.460961 -3.626359 2.345767  0.02
H 1.321325 -3.200792 4.784503  0.00
H 0.701440 -4.724525 4.105292  0.00
H 1.982830 -3.826629 3.266204  0.00

Atoms 1-6, force components in eV/Å:
Os 1.636 -1.424 -2.292
Cl 0.205 -0.097 0.453
Cl -1.157 -0.713 -0.254
H -0.251 0.574 0.164
H 0.413 0.472 0.733
P -0.058 0.163 -2.204

## Properties
* largest force on an atom: 3.26 eV/Å
* spin multiplicity: 5
* LUMO (spin up / spin down): 0.38 / -2.06 eV
* charge: 0
* energy: -2513.647661 hartree

=====

(3)
A single C5H10N2O2 molecule in a non-equilibrium geometry. Source: the Open Molecules 2025 dataset; level of theory: ωB97M-V with the def2-TZVPD basis set.

Last column: Löwdin charge in e.
Element x y z (Å)
C -0.861211 2.125726 -0.105146  -0.05
C -0.087957 0.788861 0.234162  -0.40
C 1.221373 0.738763 -0.399151  -0.20
C 1.326785 -1.504187 0.204368  -0.14
C -0.155475 -1.817980 0.121740  -0.08
H -1.870421 1.983227 0.511699  0.10
H -1.057366 1.962127 -1.217199  0.10
H -0.342938 3.086753 0.405456  0.13
H 0.200469 0.920384 1.290884  0.13
H 1.951525 1.116134 0.399554  0.15
H 1.336689 1.280292 -1.295847  0.11
H 1.935849 -2.372450 0.100031  0.12
H 1.481330 -1.068912 1.179862  0.12
H -0.527799 -2.544238 0.845581  0.13
H -0.434542 -2.136619 -0.852595  0.11
N -0.798125 -0.464689 0.214198  -0.07
N -2.072082 -0.251884 -0.178691  -0.05
O 1.484021 -0.574600 -0.920406  -0.11
O -2.730126 -1.266704 -0.538499  -0.08

Atoms 1-6, force components in eV/Å:
C -1.574 -1.377 1.849
C -0.184 2.161 3.658
C 2.587 -1.021 -0.705
C -1.627 0.385 -1.412
C -0.107 1.361 0.296
H 1.970 0.735 -1.721

## Properties
* largest force on an atom: 4.25 eV/Å
* LUMO: 0.76 eV
* SMILES: C[C@@H]1COCCN1N=O
* charge: 0
* energy: -456.350059 hartree

=====

(4)
A gas-phase ion, C4H3Br2O5S (charge -1) in a non-equilibrium geometry. Source: the Open Molecules 2025 dataset; level of theory: ωB97M-V with the def2-TZVPD basis set.

Last column: Löwdin charge in e.
Element x y z (Å)
C -0.399865 0.181548 -0.244409  -0.42
C 1.262580 -0.301713 1.187669  -0.15
C 0.235389 0.469362 2.034314  -0.40
C -0.668884 0.932051 1.014167  -0.68
O -0.925092 -1.851740 -2.847295  -0.26
O -0.978141 0.245248 -1.349052  -0.05
O -0.987009 0.410725 -3.795698  -0.29
O 1.010683 -0.382831 -2.708971  -0.31
O 0.681834 -0.648115 -0.089056  0.02
S -0.416293 -0.549072 -2.915682  0.48
Br -0.848488 -1.050169 3.459619  0.10
Br -2.069856 2.185004 0.941212  0.72
H 1.988549 0.431095 1.116624  0.11
H 1.585993 -1.198704 1.466623  0.08
H 0.528600 1.127310 2.729936  0.04

Atoms 1-6, force components in eV/Å:
C 1.387 0.190 2.970
C -3.320 1.837 -0.500
C -2.815 -2.235 -4.519
C 1.218 -1.857 -2.462
O -1.184 -1.709 0.261
O -1.122 0.084 -0.068

## Properties
* largest force on an atom: 5.77 eV/Å
* LUMO: 2.96 eV
* SMILES: O=S(=O)([O-])OC1=C(Br)[C@@H](Br)CO1
* charge: -1
* energy: -6076.687691 hartree

=====

What is the largest force on an atom in the second record? 3.26 eV/Å

=====

What did the fourth record say?
A gas-phase ion, C4H3Br2O5S (charge -1) in a non-equilibrium geometry. Source: the Open Molecules 2025 dataset; level of theory: ωB97M-V with the def2-TZVPD basis set.

Last column: Löwdin charge in e.
Element x y z (Å)
C -0.399865 0.181548 -0.244409  -0.42
C 1.262580 -0.301713 1.187669  -0.15
C 0.235389 0.469362 2.034314  -0.40
C -0.668884 0.932051 1.014167  -0.68
O -0.925092 -1.851740 -2.847295  -0.26
O -0.978141 0.245248 -1.349052  -0.05
O -0.987009 0.410725 -3.795698  -0.29
O 1.010683 -0.382831 -2.708971  -0.31
O 0.681834 -0.648115 -0.089056  0.02
S -0.416293 -0.549072 -2.915682  0.48
Br -0.848488 -1.050169 3.459619  0.10
Br -2.069856 2.185004 0.941212  0.72
H 1.988549 0.431095 1.116624  0.11
H 1.585993 -1.198704 1.466623  0.08
H 0.528600 1.127310 2.729936  0.04

Atoms 1-6, force components in eV/Å:
C 1.387 0.190 2.970
C -3.320 1.837 -0.500
C -2.815 -2.235 -4.519
C 1.218 -1.857 -2.462
O -1.184 -1.709 0.261
O -1.122 0.084 -0.068

## Properties
* largest force on an atom: 5.77 eV/Å
* LUMO: 2.96 eV
* SMILES: O=S(=O)([O-])OC1=C(Br)[C@@H](Br)CO1
* charge: -1
* energy: -6076.687691 hartree